Entry 1:
Formula: C4H10O2S
Source: OMol25
Level of theory: the ωB97M-V functional and the def2-TZVPD basis

Last columns: bonded neighbours and bond lengths (Å).
Positions of all 17 atoms, in Å:
1 C 0.56251 -1.89646 0.59582  C4 1.535, H8 1.076, H9 1.018, H10 1.015
2 C 1.23581 0.61121 0.21092  C4 1.549, H11 1.001, H12 1.006, H13 1.066
3 C -1.71771 1.49620 -0.32952  S7 1.882, H14 1.042, H15 1.141, H16 1.078
4 C 0.23445 -0.54212 -0.04695  C1 1.535, C2 1.549, O6 1.393, S7 1.909
5 O -2.28769 -1.13841 -0.34107  S7 1.486
6 O -0.00230 -0.55091 -1.41933  C4 1.393, H17 1.050
7 S -1.55160 -0.17537 0.51895  C3 1.882, C4 1.909, O5 1.486
8 H 1.47321 -1.87170 1.16845  C1 1.076
9 H 0.64620 -2.59432 -0.14009  C1 1.018
10 H -0.22232 -2.20045 1.16310  C1 1.015
11 H 0.68295 1.41913 0.41964  C2 1.001
12 H 1.80508 0.81459 -0.59368  C2 1.006
13 H 1.95487 0.34869 0.95272  C2 1.066
14 H -2.23295 1.01624 -1.09713  C3 1.042
15 H -0.75053 1.86206 -0.81198  C3 1.141
16 H -2.16179 2.27625 0.26697  C3 1.078
17 H -0.91713 -1.06616 -1.42066  O6 1.050

Multiplicity ... 1
Energy above the lowest of the compared OMol25 structures with the same formula, charge and spin ... 64.6 kcal/mol

Entry 2:
Formula: C3H12N2O3
Source: OMol25
Level of theory: the ωB97M-V functional and the def2-TZVPD basis

Last columns: bonded neighbours and bond lengths (Å).
Positions of all 20 atoms, in Å:
1 C -1.80766 0.61919 -0.22331  N2 1.442, N3 1.452, O4 1.406, H6 1.102
2 N -2.80745 1.49582 -0.78204  C1 1.442, H7 1.016, H8 1.014
3 N -1.27606 -0.30182 -1.21172  C1 1.452, H9 1.016, H10 1.014
4 O -0.75311 1.37299 0.32141  C1 1.406, H5 0.971
5 H -0.08513 0.76637 0.67913  O4 0.971
6 H -2.29706 0.01342 0.55645  C1 1.102
7 H -2.36161 2.14210 -1.42739  N2 1.016
8 H -3.23435 2.05136 -0.04911  N2 1.014
9 H -0.80774 0.22908 -1.94091  N3 1.016
10 H -2.03883 -0.81346 -1.64090  N3 1.014
11 C 2.70618 0.40673 -0.06943  O14 1.234, H16 1.101, H17 1.100
12 C 0.85606 -1.82000 0.84899  O13 1.425, H18 1.090, H19 1.093, H20 1.093
13 O 1.25332 -0.49952 1.21000  C12 1.425, H15 1.032
14 O 3.62765 0.08722 0.68684  C11 1.234
15 H 2.14241 -0.49949 1.73446  O13 1.032
16 H 2.41993 -0.20005 -0.94298  C11 1.101
17 H 2.21945 1.39145 -0.00278  C11 1.100
18 H 0.13676 -1.72107 0.03581  C12 1.090
19 H 0.38958 -2.31626 1.70340  C12 1.093
20 H 1.71767 -2.40404 0.51407  C12 1.093

Structure (SMILES) ... NC(N)O.C=O.CO
Multiplicity ... 1
Energy above the lowest of the compared OMol25 structures with the same formula, charge and spin ... 57.9 kcal/mol

Entry 3:
Formula: C5H4N5O3
Source: OMol25
Level of theory: the ωB97M-V functional and the def2-TZVPD basis

Last columns: bonded neighbours and bond lengths (Å).
Positions of all 17 atoms, in Å:
1 C 0.17796 0.35996 -1.92989  C2 1.348, C3 1.454, H14 1.071
2 C -0.80198 0.82904 -1.13202  C1 1.348, C5 1.492, O13 1.341
3 C 0.93874 -0.63054 -1.18547  C1 1.454, N9 1.380, O11 1.218
4 C 1.58777 -0.60297 2.52034  N6 1.281, N10 1.730, O12 1.197
5 C -1.87503 1.83975 -1.36144  C2 1.492, H15 1.088, H16 1.086, H17 1.090
6 N 1.25281 -1.47197 3.39955  C4 1.281, N7 1.354
7 N 0.36913 -2.39270 2.94729  N6 1.354, N8 1.248
8 N 0.02575 -2.25427 1.75578  N7 1.248, N10 1.351
9 N 0.31135 -0.69425 0.04210  C3 1.380, N10 1.309, O13 1.447
10 N 0.67707 -1.21784 1.18436  C4 1.730, N8 1.351, N9 1.309
11 O 1.88876 -1.31570 -1.51937  C3 1.218
12 O 2.25919 0.37618 2.36801  C4 1.197
13 O -0.78412 0.24992 0.07784  C2 1.341, N9 1.447
14 H 0.39499 0.65067 -2.93754  C1 1.071
15 H -2.71970 1.61033 -0.71562  C5 1.088
16 H -2.18757 1.82662 -2.40151  C5 1.086
17 H -1.51512 2.83776 -1.11242  C5 1.090

Structure (SMILES) ... Cc1cc(=O)n(-n2nnnc2[O-])o1
Multiplicity ... 1
Energy above the lowest of the compared OMol25 structures with the same formula, charge and spin ... 0.0 kcal/mol
Total charge ... -1

Entry 4:
Formula: C10H11BrN5O6PS
Source: OMol25
Level of theory: the ωB97M-V functional and the def2-TZVPD basis

Last columns: bonded neighbours and bond lengths (Å).
Positions of all 35 atoms, in Å:
1 S 1.15124 5.61826 2.29624  P24 1.959
2 Br 0.88452 -1.31205 2.02836  C12 1.908
3 N 1.45972 -3.14016 0.01460  C12 1.320, C18 1.391
4 N 0.95409 -4.39628 -3.49206  C15 1.316, C16 1.358
5 N 0.12944 -2.22103 -3.15717  C15 1.297, C17 1.325
6 O -2.59716 -1.08115 0.15260  C13 1.367, H25 0.997
7 O -2.49583 1.10600 1.84635  C14 1.372, H26 0.980
8 O 0.36255 0.92633 -0.45230  C22 1.457, C23 1.428
9 O 1.81826 3.19885 3.73095  P24 1.587, H27 0.966
10 O -0.24365 4.46765 4.61934  P24 1.583, H28 0.967
11 O -0.44261 3.17303 2.35169  C21 1.477, P24 1.639
12 C 0.89073 -1.97021 0.23756  Br2 1.908, N3 1.320, N20 1.386
13 C -1.60968 -0.14671 0.01401  O6 1.367, C14 1.337, C22 1.498
14 C -1.57156 0.89189 0.85483  O7 1.372, C13 1.337, C23 1.503
15 C 0.38405 -3.27270 -3.87217  N4 1.316, N5 1.297, N19 1.323
16 C 1.35219 -4.43189 -2.19375  N4 1.358, C18 1.374, H29 1.089
17 C 0.51052 -2.30164 -1.89118  N5 1.325, C18 1.390, N20 1.355
18 C 1.19041 -3.37596 -1.32912  N3 1.391, C16 1.374, C17 1.390
19 N -0.03709 -3.20488 -5.12502  C15 1.323, H30 1.028, H31 1.010
20 N 0.29118 -1.42128 -0.88516  C12 1.386, C17 1.355, C22 1.487
21 C 0.39133 2.29620 1.50533  O11 1.477, C23 1.493, H32 1.110, H33 1.107
22 C -0.47583 -0.14950 -0.96474  O8 1.457, C13 1.498, N20 1.487, H34 1.076
23 C -0.43808 1.76023 0.38622  O8 1.428, C14 1.503, C21 1.493, H35 1.109
24 P 0.54926 4.05504 3.31280  S1 1.959, O9 1.587, O10 1.583, O11 1.639
25 H -3.09917 -0.89105 0.99263  O6 0.997
26 H -2.31116 1.95227 2.30474  O7 0.980
27 H 2.44040 3.81912 4.13379  O9 0.966
28 H -0.93914 5.07612 4.33366  O10 0.967
29 H 1.89721 -5.28492 -1.79098  C16 1.089
30 H 0.05784 -4.06279 -5.68304  N19 1.028
31 H -0.79094 -2.54182 -5.23118  N19 1.010
32 H 0.78156 1.44513 2.10209  C21 1.110
33 H 1.24909 2.80771 1.02672  C21 1.107
34 H -0.83288 0.01865 -1.96608  C22 1.076
35 H -0.86078 2.59355 -0.21057  C23 1.109

Structure (SMILES) ... Nc1ncc2nc(Br)n([C@@H]3O[C@H](COP(O)(O)=S)C(O)=C3O)c2n1
Multiplicity ... 1
Energy above the lowest of the compared OMol25 structures with the same formula, charge and spin ... 0.0 kcal/mol

Entry 5:
Formula: C4H6ClN
Source: OMol25
Level of theory: the ωB97M-V functional and the def2-TZVPD basis

Last columns: bonded neighbours and bond lengths (Å).
Positions of all 12 atoms, in Å:
1 C 1.89822 0.69203 0.06762  C2 1.322, H5 1.091, Cl12 1.706
2 C 0.57808 0.70015 -0.00847  C1 1.322, C3 1.463, H6 1.091
3 C -0.21652 -0.48941 -0.31321  C2 1.463, C4 1.524, H7 1.103, N11 1.473
4 C -1.44406 -0.76875 0.54496  C3 1.524, H8 1.070, H9 1.090, N11 1.531
5 H 2.50429 1.59072 0.19185  C1 1.091
6 H -0.01151 1.61561 0.05485  C2 1.091
7 H 0.42553 -1.30150 -0.69250  C3 1.103
8 H -1.56496 -0.10931 1.37832  C4 1.070
9 H -1.72876 -1.81600 0.65136  C4 1.090
10 H -1.74267 0.78605 -0.80921  N11 1.007
11 N -1.54839 -0.20013 -0.87293  C3 1.473, C4 1.531, H10 1.007
12 Cl 2.85074 -0.69946 -0.19264  C1 1.706

Structure (SMILES) ... Cl/C=C\[C@H]1CN1
Multiplicity ... 1
Energy above the lowest of the compared OMol25 structures with the same formula, charge and spin ... 35.8 kcal/mol

Entry 6:
Formula: C4H6N3O2
Source: OMol25
Level of theory: the ωB97M-V functional and the def2-TZVPD basis

Last columns: bonded neighbours and bond lengths (Å).
Positions of all 15 atoms, in Å:
1 C 0.44121 0.76793 -0.52942  C2 1.326, N6 1.320, H15 1.152
2 C -0.30223 -0.33051 -0.52278  C1 1.326, C3 1.443, H11 1.023
3 C 0.13717 -1.63048 -0.07583  C2 1.443, C4 1.504, H12 1.058, H13 1.028
4 C -0.69240 -2.05226 1.10574  C3 1.504, N5 1.245, H14 1.150
5 N -1.33591 -1.28503 1.84541  C4 1.245, H10 0.978
6 N -0.00604 1.88255 -1.07793  C1 1.320, N7 1.285
7 N 0.74749 2.90473 -0.88130  N6 1.285, O8 1.262, O9 1.243
8 O 0.34068 3.99410 -1.37232  N7 1.262
9 O 1.76199 2.86005 -0.16488  N7 1.243
10 H -1.41551 -0.31486 1.74776  N5 0.978
11 H -1.30324 -0.33166 -0.73137  C2 1.023
12 H -0.07016 -2.46095 -0.69831  C3 1.058
13 H 1.14215 -1.48406 0.08561  C3 1.028
14 H -0.95597 -3.13198 1.40028  C4 1.150
15 H 1.51077 0.61240 -0.13067  C1 1.152

Structure (SMILES) ... [H]/N=C\C/C=C/N=[N+]([O-])[O-]
Multiplicity ... 1
Energy above the lowest of the compared OMol25 structures with the same formula, charge and spin ... 114.0 kcal/mol
Total charge ... -1

Which value of energy above the lowest of the compared OMol25 structures with the same formula, charge and spin does entry 2 give? 57.9 kcal/mol